{
  "formula": "C5H8O2",
  "method": "the ωB97M-V functional and the def2-TZVPD basis",
  "fmax_ev_per_a": 5.8,
  "total_energy_ev": -9401.64953,
  "de_lowest_ev": 8.183,
  "homo_ha": -0.2883,
  "gap_ev": 8.5,
  "symbols": ["C", "C", "C", "C", "C", "H", "H", "H", "H", "H", "H", "H", "H", "O", "O"],
  "coordinates": [[1.55594, -1.22162, -0.06932], [0.11711, -0.56314, 0.21468], [-0.31930, 0.66461, 0.12667], [0.53900, 1.73721, -0.00414], [-2.11441, -0.58790, 0.09500], [2.19616, -0.40028, -0.60256], [2.00150, -1.71149, 0.79456], [1.22472, -1.78079, -1.02114], [-0.40207, 2.65949, -0.50858], [1.49781, 2.03190, 1.18709], [1.67158, 1.10260, -0.70955], [-2.26389, -0.63292, 1.39676], [-3.14126, -0.65717, -0.57926], [-1.61528, 0.77831, -0.22662], [-0.94760, -1.41884, -0.09358]],
  "forces_ev_per_angstrom": [[-2.95, 2.42, -2.49], [1.56, -3.27, -0.55], [0.35, -0.78, 0.71], [4.51, 3.68, -0.44], [-0.59, 1.46, 1.88], [-0.66, -1.28, 1.61], [0.10, -0.13, -0.56], [0.95, -0.37, 1.87], [4.05, -2.14, 1.45], [-3.44, -0.32, -3.27], [-3.34, 3.04, 1.29], [-0.16, 0.29, -3.73], [3.06, -0.72, 1.82], [-1.60, -1.82, 0.83], [-1.84, -0.08, -0.42]],
  "mulliken_charge": [-0.916, 0.196, 0.664, -0.903, -0.138, 0.308, 0.277, 0.271, 0.251, 0.225, 0.093, 0.226, 0.241, -0.431, -0.363]
}

***

{
  "formula": "C5H8O2",
  "method": "the ωB97M-V functional and the def2-TZVPD basis",
  "fmax_ev_per_a": 1.9,
  "total_energy_ev": -9407.06044,
  "smiles": "O[C@H]1C[C@@]2(O)C[C@@H]12",
  "de_lowest_ev": 2.772,
  "homo_ha": -0.3403,
  "gap_ev": 10.1,
  "symbols": ["O", "C", "C", "C", "O", "C", "C", "H", "H", "H", "H", "H", "H", "H", "H"],
  "coordinates": [[2.23328, -0.31003, -0.42504], [1.17155, 0.17379, 0.36282], [-0.04319, 1.22469, -0.06611], [-0.96305, 0.04911, 0.13839], [-2.17550, 0.08579, 0.79633], [-0.56939, -1.03168, -0.80602], [0.12274, -0.89574, 0.54054], [3.07109, 0.09595, -0.17539], [1.46706, 0.84423, 1.14897], [-0.22209, 1.99099, 0.71687], [-0.02846, 1.72905, -1.03683], [-2.83208, 0.39776, 0.16495], [-1.28521, -1.83980, -0.89275], [-0.01062, -0.78859, -1.70876], [0.06384, -1.72553, 1.24202]],
  "forces_ev_per_angstrom": [[0.01, 0.63, -0.21], [-0.79, 0.99, -0.29], [0.16, -0.17, -0.28], [0.00, -0.07, -0.21], [-0.39, 0.21, -0.24], [-0.16, -0.15, -0.18], [0.03, 0.09, 0.19], [-0.25, 0.12, -0.02], [0.93, -1.08, 1.26], [0.54, -0.45, -0.30], [-0.08, -0.29, -0.05], [-0.17, -0.01, 0.09], [0.15, -0.07, 0.09], [-0.18, -0.09, 0.14], [0.20, 0.35, -0.01]],
  "mulliken_charge": [-0.515, -0.008, -1.019, 0.713, -0.510, -0.773, -0.426, 0.339, 0.354, 0.336, 0.313, 0.365, 0.286, 0.174, 0.372]
}

***

{
  "formula": "C5H8O2",
  "method": "the ωB97M-V functional and the def2-TZVPD basis",
  "fmax_ev_per_a": 3.2,
  "total_energy_ev": -9405.97801,
  "de_lowest_ev": 3.854,
  "homo_ha": -0.3518,
  "gap_ev": 10.5,
  "symbols": ["O", "C", "C", "C", "C", "C", "O", "H", "H", "H", "H", "H", "H", "H", "H"],
  "coordinates": [[-0.41362, -0.20376, -2.20963], [-0.21867, -0.18044, -1.01430], [-0.82502, -1.12785, -0.02231], [0.17903, -0.84639, 1.09691], [0.19967, 0.68659, 1.23311], [0.85902, 0.50925, -0.14291], [1.42450, -0.75078, 0.33776], [-0.35058, 1.38724, -2.13870], [-0.48501, 1.93216, -1.53890], [-1.87250, -0.89238, 0.19071], [-0.74361, -2.12098, -0.46122], [0.22517, -1.53487, 1.93898], [-0.73935, 1.24103, 1.30744], [0.92705, 1.01388, 1.98153], [1.56907, 1.20152, -0.59236]],
  "forces_ev_per_angstrom": [[0.22, -1.08, 0.74], [0.17, -1.08, -0.67], [-0.06, -0.31, 0.18], [-0.19, -0.25, 0.30], [-0.16, 0.09, -0.03], [0.08, 0.15, -0.36], [0.15, -0.10, 0.02], [-0.35, 2.87, 1.27], [0.26, 0.11, -1.57], [0.16, -0.03, 0.02], [-0.10, -0.17, 0.31], [0.02, 0.15, -0.04], [0.08, -0.12, -0.01], [-0.14, -0.04, -0.21], [-0.15, -0.19, 0.04]],
  "mulliken_charge": [-0.522, 0.204, -0.655, -0.107, -0.489, -0.049, -0.472, -0.032, 0.026, 0.300, 0.297, 0.445, 0.251, 0.276, 0.527]
}

***

{
  "formula": "C5H8O2",
  "method": "the ωB97M-V functional and the def2-TZVPD basis",
  "fmax_ev_per_a": 0.6,
  "total_energy_ev": -9408.51586,
  "smiles": "O=C1CC(CO)C1",
  "de_lowest_ev": 1.316,
  "homo_ha": -0.3475,
  "gap_ev": 10.2,
  "symbols": ["O", "C", "C", "C", "C", "O", "C", "H", "H", "H", "H", "H", "H", "H", "H"],
  "coordinates": [[1.27865, 1.85872, -0.00912], [-0.09073, 1.52788, -0.17092], [-0.21289, 0.04385, -0.53855], [-1.19697, -0.84005, 0.28972], [-0.06992, -1.86557, 0.41378], [-0.03404, -3.02438, 0.72883], [0.96164, -0.88820, -0.12940], [1.36090, 2.72068, 0.41922], [-0.65643, 1.72438, 0.75135], [-0.54730, 2.12455, -0.97529], [-0.41649, -0.03753, -1.61114], [-1.44444, -0.40858, 1.26796], [-2.12354, -1.19802, -0.16777], [1.59186, -0.46184, 0.65862], [1.59970, -1.27590, -0.92729]],
  "forces_ev_per_angstrom": [[0.14, 0.22, 0.09], [-0.39, -0.14, 0.00], [0.00, 0.12, -0.09], [-0.16, -0.02, 0.03], [0.01, -0.39, 0.15], [-0.04, 0.53, -0.14], [0.14, -0.06, -0.06], [-0.11, -0.21, -0.17], [0.15, 0.00, -0.06], [0.11, 0.01, 0.21], [0.04, -0.13, 0.19], [0.10, -0.01, -0.12], [0.16, 0.08, -0.03], [-0.12, -0.07, -0.11], [-0.03, 0.07, 0.12]],
  "mulliken_charge": [-0.508, -0.598, 0.271, -0.781, 0.438, -0.561, -0.673, 0.298, 0.345, 0.277, 0.343, 0.261, 0.333, 0.239, 0.315]
}